# 1
The molecule C5H8N2O in a non-equilibrium geometry, computed with wB97M-V/def2-TZVPD.

Structure (XYZ):
```
16
Properties=species:S:1:pos:R:3:forces:R:3:mulliken_charge:R:1
O -1.54706 -0.68922 -2.15069 3.3277 1.1460 0.7225 -0.577
N -0.08463 -0.15372 -0.45775 -0.7712 0.5405 -3.6143 0.474
N 1.23546 0.24903 -0.09331 -0.1842 -0.2644 0.1891 -0.628
C -0.21154 -0.49031 1.78607 4.9247 -4.5944 -11.4702 -1.056
C 1.15346 1.51141 0.69421 -3.6680 2.8251 -2.3308 -0.409
C 1.13143 0.19944 1.34514 -0.2922 0.1151 1.8724 -0.005
C -0.38843 -0.34716 -1.79634 -1.3851 -1.0814 -0.4827 0.074
C -1.10549 -0.27233 0.50799 -2.6647 -3.5593 3.4294 -0.405
H 0.10051 2.23037 0.32165 3.3176 -2.3910 1.6764 0.191
H 2.04306 0.08707 1.95063 -0.4159 -0.7811 -0.4476 0.381
H -0.38309 -0.14093 2.60694 -2.9690 3.0910 9.5140 0.653
H 0.53475 -0.26688 -2.49722 -1.4942 0.0060 1.0595 0.307
H 2.07440 2.08637 0.68277 -0.1828 -0.0541 0.0812 0.294
H 0.01346 -1.65026 1.57542 -0.0575 2.5687 2.0524 0.257
H -1.41753 -1.55401 0.56921 -0.6331 4.1837 -1.3643 0.216
H -2.12153 0.44860 0.63110 3.1480 -1.7505 -0.8870 0.234
```
Forces are in eV/Å.

As for the SMILES: O=CN1CC[C@@H]2CN21. As for the electronic energy: -379.86143 hartree.

=====

# 2
An isolated ion of composition C2H4ClN2S2 and charge +1 in a non-equilibrium geometry, computed with wB97M-V/def2-TZVPD.

Structure (XYZ):
```
11
Properties=species:S:1:pos:R:3:forces:R:3:lowdin_spin:R:1
Cl -2.96112 1.28277 0.61032 -1.5050 2.0986 3.2291 0.532
S -2.22591 -0.00498 -0.84532 1.5242 -2.9949 -3.3945 0.421
S -1.63139 -1.75037 0.33205 0.3475 0.0518 0.5935 0.491
N -0.71261 0.41617 -1.01651 2.0666 0.3173 0.6104 0.160
N -0.04266 -1.20600 0.32813 -1.6307 -4.4958 3.1738 0.269
C 1.54035 0.61072 -0.06343 -2.0734 0.6280 1.0820 0.011
C 0.26417 -0.11155 -0.28681 -1.5497 5.1877 -4.2087 0.104
H 1.19854 1.70284 0.16170 0.9979 -2.0111 0.4509 0.004
H 0.58914 -1.60451 1.04513 -0.4866 0.1159 -0.5239 0.004
H 1.94126 -0.05848 0.72541 1.1639 1.5237 -0.3449 0.001
H 2.04021 0.72339 -0.99067 1.1453 -0.4211 -0.6676 0.003
```
Forces are in eV/Å.

The charge is +1. As for the electronic energy: -1444.24096 hartree. As for the multiplicity: 3.

=====

# 3
The molecule C5H10N2 in a non-equilibrium geometry, computed with wB97M-V/def2-TZVPD.

Structure (XYZ):
```
17
Properties=species:S:1:pos:R:3:forces:R:3:mulliken_charge:R:1
N 0.10692 1.10543 -0.79253 -0.0397 -0.5344 1.1408 -0.315
N 1.11760 -0.26078 2.51900 0.4058 0.0820 -0.4751 -0.654
C 0.52036 1.65198 -1.83034 0.4949 1.0373 -0.9881 -0.302
C -0.15797 -0.12916 1.75352 1.0478 0.4122 1.0431 -0.402
C -0.21763 -1.02360 0.49428 -1.0249 2.8216 0.2175 -0.419
C -1.17151 -0.68159 -1.77584 -0.3651 1.2789 -0.2120 -1.094
C -0.49455 -0.16544 -0.74880 0.0139 -1.4023 -0.5128 0.555
H -1.10638 -1.63054 0.59333 0.5228 -1.1148 -0.1511 0.261
H 0.45196 1.32686 -2.87051 -0.0842 -0.6965 0.0563 0.225
H 1.69115 0.57321 2.43334 -0.2973 0.1214 0.0489 0.240
H 1.00569 2.61752 -1.73846 -0.0469 0.2494 0.1381 0.244
H 1.70437 -0.96272 2.08539 -0.0873 -0.2857 0.1288 0.238
H 0.76997 -1.42490 0.32003 -0.0739 -0.9855 0.1650 0.286
H -0.91178 -0.29509 2.52528 -0.4744 -0.4847 -0.5905 0.269
H -1.28927 -0.04583 -2.64199 -0.1093 -0.0192 -0.2462 0.234
H -1.76772 -1.57396 -1.80148 0.2209 -0.4333 0.3710 0.317
H -0.25122 0.91861 1.47577 -0.1032 -0.0465 -0.1336 0.319
```
Forces are in eV/Å.

As for the SMILES: C=NC(=C)CCN. As for the electronic energy: -305.94668 hartree.

=====

# 4
C52H60IIrN2O3PSe as an isolated structure, computed with wB97M-V/def2-TZVPD.

Structure (XYZ):
```
121
Properties=species:S:1:pos:R:3:forces:R:3:mulliken_charge:R:1
Ir 0.54177 1.36299 -0.50994 -0.0100 0.3799 0.2862 2.541
I 3.24587 4.04101 -0.46390 -0.0474 -0.0005 0.1672 0.146
Se -0.78670 0.16100 1.14605 -0.0426 -0.0018 -0.1810 0.110
P -1.01642 2.34691 -1.87385 -0.0063 -0.0664 0.0041 2.733
O 0.45765 -0.33598 -1.56921 -0.1584 -0.0834 0.1711 0.029
O 2.13076 0.68946 0.66941 0.1439 0.0248 0.0129 -0.672
O 3.11643 0.77747 -1.69832 0.1157 -0.0279 0.2992 -0.594
N 2.02522 1.53551 -1.99510 -0.3052 -0.0924 -0.0731 0.774
N 0.66205 3.13715 0.80789 0.8490 -0.3706 -0.3647 0.213
C -3.50097 4.86633 0.19012 0.0134 0.0097 0.0107 -0.802
C -2.43067 -5.32153 1.07973 -0.0191 -0.0082 -0.0023 -1.593
C 0.43392 -1.13889 3.35133 -0.0284 -0.0534 -0.0181 -0.512
C -1.01626 5.00995 -1.03894 0.0768 -0.0200 0.0480 -0.529
C -0.21609 4.00997 2.86189 -0.0259 0.0565 0.0005 -1.345
C 0.15386 -1.72679 6.27120 0.0075 -0.0022 0.0041 -1.671
C -1.47902 -3.38531 -1.72252 -0.0231 -0.0027 -0.0644 -0.354
C 4.50318 1.64716 2.84114 0.0203 -0.0012 -0.0251 -1.375
C -0.28122 3.03641 -3.38916 0.0234 0.1334 0.0443 -0.016
C -0.37231 -1.32227 -1.22586 0.0534 -0.0392 0.0165 0.110
C 1.95560 4.65338 2.13679 0.0030 0.0199 -0.0323 -0.498
C -1.51598 6.10576 -0.35639 0.0081 0.0204 0.0007 -0.852
C 0.05998 -2.39960 -3.50719 0.0111 0.0236 0.0179 2.509
C -4.08219 -0.34243 -1.89658 -0.0009 0.0008 0.0055 -0.994
C 0.70784 -3.77306 4.93798 -0.0004 -0.0058 0.0173 -1.574
C 5.48505 -0.58208 3.32658 0.0463 0.0207 0.0129 -2.377
C -3.00246 0.44580 -1.53175 -0.0259 0.1399 0.1377 0.001
C -3.35173 -5.52130 -1.22349 0.0147 -0.0010 -0.0030 -2.164
C -4.42315 -3.97192 0.39099 -0.0008 -0.0072 0.0004 -1.610
C 0.97410 2.66812 -3.88816 -0.0216 -0.0625 0.0366 0.598
C -2.96363 1.43405 -3.71569 0.0957 -0.0865 -0.0648 -0.803
C 1.77794 3.87294 1.00328 -0.4302 -0.0436 -0.0455 -0.433
C -4.60461 -0.24419 -3.17697 0.0356 0.0250 -0.0102 -1.014
C 1.58951 -2.42834 -3.35322 -0.0181 -0.0204 0.0094 -1.484
C -2.14526 -3.41073 -0.49385 -0.0295 -0.0139 0.0228 -0.554
C 3.05015 -0.35059 2.65438 -0.0493 0.0050 -0.0371 -0.405
C -1.91236 -2.35439 0.36966 0.0516 -0.0102 0.0542 -0.692
C -0.56203 4.53990 -5.27464 0.0075 0.0059 -0.0135 -0.759
C 1.96992 -0.00078 1.80905 -0.0617 -0.0902 -0.1113 -0.181
C 2.75797 -1.11891 3.77845 0.0202 -0.0111 -0.0011 0.238
C 1.48425 -1.53945 4.15687 -0.0605 -0.0297 0.0242 -0.680
C 4.48040 0.16328 2.44132 -0.0097 0.0084 -0.0123 2.524
C -1.02031 3.99250 -4.08868 -0.0421 -0.0145 0.0213 -0.658
C -0.36939 -1.15805 -4.30663 -0.0092 0.0229 0.0049 -1.426
C 1.41668 3.20984 -5.09808 -0.0097 -0.0138 -0.0067 -0.900
C 0.66082 4.13729 -5.78921 -0.0042 0.0002 -0.0033 -0.870
C -2.42631 1.33944 -2.43251 0.0499 -0.0401 0.0061 0.621
C -1.03378 -1.34817 0.00051 0.1312 -0.0716 -0.1275 -0.151
C 2.47809 -2.60111 6.23554 0.0093 0.0057 -0.0132 -2.190
C -4.04493 0.64752 -4.08169 -0.0174 -0.0261 0.0045 -0.738
C -3.07884 -4.54731 -0.07691 0.0145 0.0013 0.0170 2.091
C 1.21888 -2.39835 5.39226 -0.0004 -0.0044 -0.0058 2.114
C 4.96476 0.02406 0.98845 -0.0189 -0.0699 0.0086 -1.678
C 0.95824 4.70300 3.09252 0.0165 0.0252 0.0235 -0.555
C -1.75526 3.82909 -1.11153 -0.0752 -0.1247 0.0907 0.342
C -2.75890 6.03487 0.26239 -0.0063 -0.0122 -0.0053 -0.664
C -0.31907 3.25490 1.71584 -0.1857 0.0195 0.0108 -0.110
C -0.60965 -2.38188 -2.13021 0.0202 -0.0064 0.0648 -0.153
C -3.00155 3.76471 -0.49418 0.0238 0.0179 -0.0415 -0.510
C -0.34656 -3.62946 -4.32153 -0.0007 0.0004 -0.0074 -2.534
C 0.69427 -0.40221 2.20978 0.1280 0.2113 0.0372 0.210
C 1.94372 1.78754 -3.23776 -0.0483 0.1135 -0.0464 -1.577
H 3.58189 -1.40447 4.41154 -0.0286 0.0057 -0.0045 0.424
H -1.23536 2.72567 1.49405 0.0810 0.0453 0.0483 0.345
H -1.97694 4.31610 -3.69750 -0.0026 -0.0147 0.0028 0.615
H 1.08819 5.29635 3.98766 0.0121 0.0036 -0.0054 0.497
H -0.93649 7.01862 -0.31023 -0.0023 0.0032 -0.0003 0.472
H -0.04196 -4.55866 -3.83631 -0.0058 0.0011 0.0025 0.458
H -5.12705 -4.78062 0.59548 0.0050 0.0035 0.0190 0.492
H 1.90122 -3.33348 -2.82767 -0.0008 -0.0019 -0.0041 0.354
H -0.04088 5.07292 -1.51118 -0.0276 -0.0059 0.0045 0.449
H 2.23153 -3.19468 7.11671 -0.0001 -0.0029 -0.0017 0.442
H -4.85947 -3.32930 -0.37684 -0.0147 -0.0269 -0.0109 0.265
H -0.20279 -3.68025 4.34299 -0.0024 -0.0020 0.0019 0.297
H 1.95925 -1.56839 -2.79893 0.0039 0.0216 -0.0091 0.048
H 0.14759 -3.58883 -5.29336 0.0020 -0.0042 0.0011 0.460
H -4.32108 -3.38872 1.30753 0.0045 0.0212 -0.0117 0.303
H 2.05806 -2.43677 -4.34051 -0.0044 -0.0012 0.0016 0.466
H -1.49283 -5.77996 0.76138 0.0038 0.0066 0.0009 0.322
H -3.59556 2.86248 -0.55567 -0.0151 -0.0376 -0.0075 0.441
H 3.00245 0.55763 -0.73288 0.0462 -0.0496 -0.0845 0.187
H 2.73497 1.37364 -3.85617 0.0377 0.0799 0.0111 0.423
H 3.25328 -3.13798 5.68584 0.0035 0.0060 -0.0033 0.389
H -2.40171 -2.30538 1.33603 -0.0145 0.0027 -0.0025 0.445
H 0.02982 -2.28451 7.20120 -0.0148 -0.0100 -0.0112 0.476
H -1.42332 -3.66484 -4.49978 -0.0001 0.0005 -0.0040 0.430
H 5.47635 2.08945 2.61369 0.0052 -0.0107 0.0162 0.423
H 6.05499 0.06065 0.96291 -0.0022 0.0020 0.0011 0.502
H 2.86515 5.22439 2.24901 0.0116 -0.0218 0.0127 0.564
H 4.31374 1.76104 3.91053 -0.0189 0.0058 -0.0093 0.324
H -5.44274 -0.86150 -3.47194 -0.0028 -0.0026 0.0000 0.448
H 3.74080 2.20133 2.29331 -0.0278 0.0362 -0.0469 0.075
H -0.81869 -1.69407 5.77758 0.0047 0.0204 -0.0100 0.307
H -4.47440 4.81034 0.65924 -0.0025 -0.0026 -0.0041 0.478
H -1.16168 5.27430 -5.79529 0.0000 0.0003 0.0009 0.462
H 4.60882 0.84245 0.37086 -0.0530 0.0541 -0.0623 0.290
H -1.04539 4.04540 3.55306 -0.0086 -0.0037 -0.0064 0.576
H -2.52705 2.08947 -4.45493 0.0083 0.0188 0.0120 0.384
H -3.15081 6.89441 0.79013 0.0025 -0.0024 0.0012 0.441
H 5.30016 -0.42723 4.39022 0.0158 0.0001 -0.0092 0.423
H -2.21367 -4.66393 1.92350 -0.0071 -0.0004 0.0064 0.294
H 2.89145 -1.65041 6.57889 -0.0022 -0.0004 0.0059 0.438
H -0.06302 -0.23730 -3.81111 0.0016 -0.0238 -0.0075 0.045
H 0.48301 -4.40013 5.80322 0.0016 -0.0014 0.0008 0.458
H 4.65544 -0.92519 0.54535 -0.0130 0.0110 -0.0003 0.300
H -4.50313 -1.03449 -1.17895 0.0058 -0.0033 -0.0056 0.481
H -3.09763 -6.11226 1.42990 0.0044 -0.0050 -0.0036 0.473
H 1.45636 -4.28372 4.32955 -0.0021 0.0021 -0.0021 0.337
H -4.44319 0.72400 -5.08475 -0.0004 0.0042 0.0004 0.450
H -1.45533 -1.13550 -4.42665 -0.0048 -0.0077 -0.0059 0.183
H 1.02863 4.55157 -6.71801 -0.0005 -0.0049 -0.0025 0.455
H 5.48288 -1.65493 3.12389 0.0060 0.0003 -0.0017 0.444
H -1.66302 -4.19550 -2.41066 0.0040 0.0103 0.0091 0.591
H -3.81736 -5.02104 -2.07538 0.0029 0.0014 -0.0052 0.420
H 0.44306 -0.70455 6.52214 0.0097 -0.0067 0.0158 0.348
H -0.58838 -1.41021 3.58899 -0.0040 0.0233 0.0160 0.369
H 2.38060 2.90438 -5.48526 0.0025 0.0058 -0.0037 0.501
H -4.03237 -6.30170 -0.88067 -0.0062 0.0028 -0.0009 0.459
H 0.08238 -1.18449 -5.30147 0.0009 -0.0039 0.0031 0.627
H -2.61677 0.36031 -0.52376 -0.1936 0.0979 -0.2265 0.591
H 6.48644 -0.20358 3.11852 -0.0008 0.0025 0.0012 0.500
H -2.43971 -6.01247 -1.56672 -0.0003 0.0024 0.0012 0.389
```
Forces are in eV/Å.

The charge is +1. As for the electronic energy: -5497.43171 hartree.

=====

# 5
A 2-piece molecular cluster, C4H13N2O2 overall in a non-equilibrium geometry, computed with wB97M-V/def2-TZVPD.

Structure (XYZ):
```
21
Properties=species:S:1:pos:R:3:forces:R:3:mulliken_charge:R:1
O 2.12934 0.82965 -1.79533 -0.1403 -0.3602 -0.5078 -0.519
O -0.27418 -1.64739 -0.54051 1.6340 1.7571 -1.5560 -0.444
N 0.09374 1.43228 1.18763 0.0652 0.3760 0.6144 -0.524
N -0.41074 0.77284 -1.05347 -1.2738 0.3907 -0.3968 -0.024
C -2.03504 -0.95163 1.10345 1.7741 -0.5052 -3.7643 -1.170
C -0.50323 -0.97601 0.62628 -0.4547 0.2691 2.9437 -0.018
C 2.50788 0.08172 -0.71275 0.0019 -0.8221 0.7947 -0.332
C -0.06637 0.43566 0.27536 2.4018 -2.3868 1.2638 -0.369
H -2.54307 -1.90410 1.07141 0.2877 -0.5609 0.6923 0.396
H 2.57895 1.67917 -1.83315 0.1764 0.0749 0.1285 0.337
H -2.07003 -0.42901 2.00300 -0.5987 0.8619 1.3857 0.360
H -0.80478 1.86750 1.33796 -0.1687 0.7091 0.7000 0.308
H -0.92829 1.65354 -1.04612 -0.5487 -0.1142 -0.2723 0.340
H 3.18648 0.63886 -0.00556 -0.8064 -1.1504 -0.6864 0.333
H 0.48602 1.05577 2.06026 -0.3438 0.5218 -0.4579 0.314
H 0.41315 0.97905 -1.69459 0.0483 -0.8193 0.3700 0.305
H 0.02324 -1.52239 1.46666 0.1841 1.2845 -0.6762 0.371
H 2.48967 -1.07006 -0.87274 0.1299 2.4445 0.3299 0.255
H -0.81581 -2.36049 -0.50701 -2.3541 -3.9228 -0.4262 0.301
H -2.46639 -0.47789 0.21666 -0.8170 0.7500 0.5474 0.302
H -0.99053 -0.08706 -1.28745 0.8028 1.2024 -1.0266 0.477
```
Forces are in eV/Å.

The charge is +1. As for the electronic energy: -419.79724 hartree.

=====

# 6
An isolated ion of composition C4H7N2OS and charge +1 in a non-equilibrium geometry, computed with wB97M-V/def2-TZVPD.

Structure (XYZ):
```
15
Properties=species:S:1:pos:R:3:forces:R:3:mulliken_charge:R:1
S 1.87038 1.48115 0.19514 -0.7434 -0.4891 -0.0287 -0.088
O -0.83332 1.48289 1.08432 1.6527 -2.4345 -1.6105 -0.563
N -0.08938 -2.09248 -0.78910 0.1248 2.7575 -2.2610 -0.466
N 0.28317 -0.58377 0.98402 -0.2486 -2.9086 1.4188 0.008
C 0.29492 0.58718 0.20434 -1.6682 3.8085 2.8249 0.427
C -0.34069 0.36376 -1.09460 0.6480 2.1626 -0.7642 -0.879
C -0.31485 -0.97993 -1.52699 -2.7294 -5.1212 -1.6916 0.107
C 0.13035 -1.80669 0.50403 -0.1775 3.5808 -2.2299 -0.053
H 1.51520 1.77789 1.43565 0.7359 0.4485 0.6255 0.189
H -0.89987 -1.22462 -2.53620 1.8918 0.5949 1.9012 0.363
H 0.19780 -0.55247 2.00110 0.3311 0.7216 -0.2427 0.315
H -1.37164 0.75042 -1.02921 0.0105 -0.2761 -0.2899 0.362
H -0.00052 -2.61698 1.08534 0.0482 -2.3715 2.7523 0.500
H -0.62134 2.40025 1.31688 0.6621 -0.1607 -0.5144 0.327
H 0.17978 1.01339 -1.83470 -0.5377 -0.3127 0.1100 0.450
```
Forces are in eV/Å.

The charge is +1. As for the SMILES: O[C@]1(S)CC=NC=[NH+]1. As for the electronic energy: -739.20628 hartree.

=====

- The lowest electronic energy belongs to which entry?
  C52H60IIrN2O3PSe

=====

- Among the records above, which one has the lowest electronic energy?
  C52H60IIrN2O3PSe

=====

- What is the electronic energy in the first record?
  -379.86143 hartree

=====

- Number 2 is which compound?
  C2H4ClN2S2